[1]
Entry from the Open Molecules 2025 dataset: a cluster of 7 separate species, C30H61B2N6O9 in total in a non-equilibrium geometry (ωB97M-V/def2-TZVPD).

Properties
- E_HOMO: -4.02 eV
- Lowest unoccupied orbital energy: 1.8 eV
- Total charge: -1
- M: 671.48 g mol⁻¹

Last column: Löwdin charge in e.
Positions of all 108 atoms, in Å:
H (-1.2249, 6.2792, 4.4661)  0.140
H (2.3227, -1.8205, 0.3661)  0.089
H (-1.9709, -3.1638, -7.1746)  0.058
H (7.4502, 6.5259, 2.9885)  0.086
N (-0.2835, 6.4734, 4.7770)  0.000
C (-0.4920, -1.6644, -6.7900)  -0.553
N (5.7529, 7.6475, 4.8628)  0.002
H (-5.0576, 1.0024, 1.4876)  0.081
H (-5.3376, -6.8082, -5.0588)  0.082
C (-2.2810, -1.3630, 0.5674)  -0.063
H (2.4384, 1.1159, -0.4231)  0.088
H (0.4170, -3.3341, 1.8531)  0.078
H (4.9442, 7.6239, 5.4677)  0.139
H (4.0988, -5.3341, 6.2796)  0.085
H (0.1303, 3.0421, 2.7351)  0.031
H (-2.3631, 1.0335, -7.6031)  0.086
H (0.1714, -3.2218, -0.5292)  0.106
H (3.1544, -1.9334, 2.3982)  0.105
H (-3.1399, 0.6318, -0.2597)  0.096
C (1.9887, 5.5831, 5.0834)  -0.013
H (2.4667, 6.3685, 4.4934)  0.052
H (-5.2353, -5.6187, -3.7209)  0.088
H (-0.5474, 2.2520, 1.1369)  0.070
H (-4.6475, -3.6039, -6.7581)  0.139
C (6.9955, 8.1598, 5.3976)  -0.083
C (0.2306, -2.0755, -0.5464)  -0.111
H (4.1477, -7.8272, 3.9238)  0.084
H (2.0564, 1.1975, 2.6520)  0.105
H (3.3663, -8.9411, 5.0917)  0.080
H (-3.2750, 4.2053, -5.5879)  0.082
C (-2.2035, 3.0257, -8.3734)  -0.553
C (-3.6074, -2.1921, 2.7555)  -0.074
H (1.7286, -5.6922, 5.7173)  0.137
O (-1.9371, 3.4467, -9.4921)  0.016
C (-1.6607, -1.8638, -4.5585)  -0.067
N (-0.8879, -1.1875, -5.5815)  0.019
H (-0.5886, -0.2385, -5.4070)  0.136
O (-1.5967, -0.9401, -1.7402)  -0.048
O (1.4755, 0.9122, -0.4372)  -0.019
H (-5.4258, -0.8130, 3.4826)  0.076
H (6.8299, 9.1881, 5.7267)  0.081
H (-1.0672, -1.8924, -3.6447)  0.064
C (-1.5857, 1.7689, -7.8217)  -0.020
H (2.0309, 5.8276, 6.1480)  0.081
C (-4.3799, 0.0810, 1.6078)  -0.092
H (0.7621, -1.8089, -1.5407)  0.109
H (7.0007, 8.1765, 2.4514)  0.084
H (-0.4580, -3.7767, -6.4381)  0.088
O (1.1321, -7.1442, 3.9335)  0.028
H (-6.8372, -3.2957, -5.6728)  0.084
B (1.1937, -1.5067, 0.6625)  -0.556
H (-1.8084, -3.3280, 1.7456)  0.088
C (2.1847, -7.2379, 4.5486)  -0.556
C (-0.8843, -3.0714, -7.1536)  -0.016
O (4.3863, 6.7732, 3.3199)  0.034
O (0.1640, -0.9532, -7.5466)  -0.004
H (1.5641, -3.2318, 4.4536)  0.065
C (6.6398, 7.1598, 2.6220)  -0.011
B (1.2146, 0.1531, 0.8127)  -0.357
H (2.5323, 4.6518, 4.9216)  0.092
C (-4.5750, -0.9668, 2.7310)  -0.099
H (-1.0142, 1.9968, -6.9196)  0.087
C (5.5048, 7.1725, 3.6106)  -0.540
C (-1.2219, -1.4280, -0.6161)  -0.271
C (3.6370, -6.3166, 6.3994)  -0.082
N (-5.0726, -4.2726, -6.1314)  0.006
C (-6.5141, -4.2820, -6.0130)  -0.082
C (-3.5284, 3.3731, -6.2484)  -0.081
H (7.7992, 8.1402, 4.6644)  0.074
H (-0.6379, 7.9857, 6.1429)  0.078
H (-2.5683, -1.2842, -4.3763)  0.082
H (0.3118, 0.4937, 2.9290)  0.091
H (1.0521, 7.8938, 5.5921)  0.071
H (3.3238, -6.4392, 7.4388)  0.079
H (-3.7840, -2.9338, 3.6196)  0.078
C (-4.6899, -6.1019, -4.5345)  -0.009
C (-2.4689, -2.4059, 1.6927)  -0.003
O (-2.9729, -4.9252, -5.7113)  0.024
H (2.6409, -3.6940, 2.3409)  0.115
C (0.8956, -2.3033, 2.0987)  -0.179
N (2.4605, -6.3706, 5.5604)  0.005
C (-4.1684, -5.0666, -5.4946)  -0.537
N (-3.0856, 3.7023, -7.5860)  -0.007
H (6.2877, 6.7549, 1.6728)  0.088
O (2.2928, -2.6204, 4.2160)  -0.148
H (-1.9305, -2.8785, -4.8482)  0.057
H (-0.2064, 8.5218, 4.5018)  0.080
H (-3.0672, 2.4615, -5.8739)  0.075
H (1.1566, 2.9977, 1.1844)  0.072
H (2.8461, -8.9071, 3.3993)  0.082
H (-6.8656, -5.0382, -5.3139)  0.074
H (7.2759, 7.5503, 6.2594)  0.083
C (0.0125, 7.7936, 5.2862)  -0.089
C (1.0214, 1.0022, 2.1943)  -0.160
H (-4.6137, 3.2496, -6.2662)  0.079
C (-3.2568, -0.1406, 0.5718)  -0.015
H (4.3602, -7.0895, 6.1462)  0.071
H (-3.8518, -6.6537, -4.1077)  0.087
H (-0.4982, -3.3103, -8.1457)  0.081
C (3.2078, -8.2944, 4.2257)  -0.017
C (0.5582, 5.4085, 4.6502)  -0.525
H (-3.4575, 4.5334, -8.0233)  0.135
H (0.2152, -1.7261, 2.8121)  0.081
H (-0.9070, 1.3429, -8.5604)  0.081
C (0.3666, 2.4295, 1.7975)  -0.140
H (-6.9388, -4.4756, -7.0005)  0.081
O (0.1412, 4.3535, 4.1956)  0.024
C (2.3400, -2.6543, 2.7596)  -0.273

Atomic forces in eV per Å
0.128 0.028 0.020
0.534 -0.016 -0.373
0.135 -0.222 0.214
0.078 0.160 -0.043
0.211 -0.102 0.047
0.203 0.543 0.152
0.042 -0.073 -0.359
1.209 -1.668 0.352
-0.107 0.061 0.137
-2.650 0.678 2.657
-1.014 0.004 -0.146
0.502 1.475 0.638
0.119 -0.012 -0.056
0.201 -0.104 0.127
0.145 -1.061 -1.769
0.128 -0.015 0.178
-0.233 1.415 0.183
-1.270 -0.808 0.865
-0.068 -1.297 1.302
0.057 0.034 0.010
0.061 -0.072 0.166
-0.101 -0.124 -0.062
1.128 0.389 0.910
-0.076 -0.054 0.090
-0.402 -0.016 0.322
-0.783 0.106 -1.228
0.041 -0.114 0.133
-1.420 -0.374 -0.255
0.175 0.057 -0.040
-0.070 -0.193 0.231
0.088 0.189 -0.418
-0.164 2.262 -1.881
0.141 -0.028 -0.049
-0.074 -0.049 0.172
0.204 0.139 0.158
0.038 -0.277 -0.761
0.037 -0.159 0.093
0.707 -1.036 4.168
0.939 -0.296 1.458
1.573 -0.476 -1.138
0.296 0.022 0.030
-0.329 -0.056 0.042
0.077 0.006 -0.176
0.053 0.114 -0.030
2.318 -3.037 -0.142
-1.321 -0.322 1.340
0.152 -0.094 0.049
-0.313 -0.045 0.014
0.240 -0.179 0.104
-0.260 -0.127 0.046
-1.027 -0.883 0.888
-0.974 1.474 -0.014
-0.632 0.343 -0.173
0.106 0.009 -0.233
0.348 0.192 -0.038
-0.033 -0.090 -0.117
0.559 0.676 -0.276
0.053 -0.050 -0.167
0.154 0.775 -0.391
-0.199 0.102 -0.068
2.880 -0.259 -2.981
-0.098 -0.170 0.036
-0.618 -0.188 -0.011
-0.179 0.071 -3.129
-0.326 0.414 0.059
0.181 -0.304 0.205
0.196 0.359 -0.305
-0.170 0.410 -0.198
-0.164 -0.039 0.024
0.156 0.253 0.068
-0.035 -0.177 0.235
1.278 0.445 -0.790
-0.104 -0.116 -0.084
0.279 -0.035 0.074
0.555 1.149 -1.702
0.036 -0.130 0.117
-2.336 2.990 -0.068
-0.323 -0.172 0.088
-0.314 1.458 0.855
0.883 -1.160 0.311
0.008 -0.418 -0.219
0.519 0.199 -0.182
0.197 -0.199 -0.176
-0.082 0.039 0.217
-0.101 -0.949 -0.426
0.069 0.125 -0.158
0.145 0.218 0.171
-0.004 0.112 -0.124
-1.347 -0.686 0.756
-0.071 0.189 0.120
0.142 0.072 -0.064
0.263 0.138 -0.012
-0.487 -0.144 -0.195
-0.484 1.287 -0.720
0.017 -0.111 0.275
-0.492 -1.776 1.903
-0.151 0.056 -0.044
-0.038 0.184 -0.139
0.037 0.201 0.124
0.079 -0.154 -0.113
-0.209 -0.662 -0.208
0.051 -0.101 0.075
1.006 -0.861 -0.625
-0.122 0.107 0.124
0.821 -0.088 0.366
-0.257 -0.035 0.131
0.082 0.619 0.570
-1.027 0.116 -1.132

[2]
Entry from the Open Molecules 2025 dataset: a cluster of 10 separate species, C30H62F12N2O28P4 in total in a non-equilibrium geometry (ωB97M-V/def2-TZVPD).

Properties
- E_HOMO: -10.38 eV
- Lowest unoccupied orbital energy: -0.1 eV
- Energy above the lowest of the compared OMol25 structures with the same formula, charge and spin: 0.000 eV
- SMILES: CCOC(=O)C(F)(F)F.CCOC(=O)C(F)(F)F.CCOC(=O)C(F)(F)F.CCOC(=O)C(F)(F)F.COP(=O)(OC)OC.COP(=O)(OC)OC.COP(=O)(OC)OC.COP(=O)(OC)OC.C[N+](=O)[O-].C[N+](=O)[O-]
- M: 1250.68 g mol⁻¹

Last column: Löwdin charge in e.
Positions of all 138 atoms, in Å:
C (5.3522, 4.4900, -3.4910)  -0.428
O (-3.0443, -3.8520, 3.5373)  0.072
C (5.0939, -6.9891, 0.2923)  -0.080
H (-0.6730, -2.5083, 2.2180)  0.076
H (2.5241, -2.0248, 2.5753)  0.073
H (-3.2944, 2.4515, -1.5738)  0.109
O (-5.5031, 3.1199, -1.2280)  0.234
H (-2.7038, 5.7139, -1.6881)  0.068
C (-3.1182, 6.6328, -1.2692)  -0.102
H (2.5368, 4.8225, 2.9775)  0.090
H (7.0670, -4.1548, -1.0721)  0.094
H (1.6194, 4.4873, 1.5391)  0.076
F (-6.7592, 0.9626, -3.4658)  0.186
C (5.2664, 3.1471, -1.5663)  -0.185
P (1.1399, -3.1337, 5.4601)  0.319
C (2.6418, -2.7856, 3.3443)  -0.075
H (-7.6248, -3.5820, -4.4093)  0.082
H (1.5484, -6.5170, 5.8136)  0.088
O (4.6362, 3.6816, -2.7536)  0.043
H (4.5490, -7.8311, 0.7104)  0.090
H (2.6190, 3.1849, 2.1444)  0.072
C (-1.4743, -3.1928, 1.9732)  0.043
F (-3.7472, -1.8705, -0.3103)  0.185
H (-8.1967, -5.0708, -3.7603)  0.082
H (1.8714, -0.4923, 7.2395)  0.092
O (4.2089, -6.2162, -0.5223)  -0.208
O (-0.1758, -3.3106, 4.8467)  -0.213
O (-0.4392, -0.4805, -1.3342)  0.020
C (-1.6920, 3.2559, 0.9098)  -0.090
C (1.3548, -4.8307, -0.7952)  -0.051
H (0.1338, -0.8305, 7.5550)  0.099
C (-3.9487, -2.0151, -1.6076)  -0.577
F (-2.8476, -1.8668, -2.2910)  0.194
H (2.5099, 2.5291, 6.8118)  0.090
H (-5.6552, -4.9813, -3.8883)  0.136
H (-2.6183, 7.4160, -1.8467)  0.096
H (1.3571, -5.4612, 0.0855)  0.087
C (1.1550, -5.5905, 6.2290)  -0.108
H (3.2967, 2.5113, -0.7336)  0.067
O (-2.3159, 4.4171, 0.4285)  -0.189
F (-7.7115, 1.7211, -1.6815)  0.183
H (2.1630, -3.7061, 3.0096)  0.071
C (-3.3691, 2.6748, -2.6398)  -0.170
O (-4.7019, 2.4000, -3.0693)  0.075
H (-2.9170, 0.8468, -3.7038)  0.081
H (4.6814, 1.8014, 0.0092)  0.089
C (-0.2216, -1.4756, -4.1710)  -0.185
H (1.2293, -5.7159, 7.3105)  0.091
H (-1.9385, 8.0997, 2.1099)  0.085
H (-4.1822, 6.6695, -1.4687)  0.095
H (4.1779, 1.3106, -1.6112)  0.079
C (-6.9596, 2.0331, -2.7247)  -0.582
C (-5.6303, 2.6137, -2.2353)  -0.522
F (2.3841, 0.8428, -7.0413)  0.179
P (3.9049, -4.6850, -0.2804)  0.327
O (-0.6867, 1.8347, 3.8029)  -0.199
O (2.1649, -2.2853, 4.6329)  -0.202
C (0.8148, 0.1945, -5.4476)  -0.492
H (0.6158, -0.5823, 5.9401)  0.062
F (1.9507, 2.2377, -5.4836)  0.202
H (-0.6206, 3.4087, 1.0820)  0.076
H (-1.1462, -4.2114, 2.1101)  0.090
P (-1.7637, 5.8452, 0.7842)  0.325
H (-1.6069, -2.8746, -4.8237)  0.080
O (-2.0673, 6.0138, 2.3196)  -0.191
C (-2.1850, 7.3366, 2.8472)  -0.087
H (3.7098, -2.9914, 3.4365)  0.085
O (-3.0190, -1.7822, 3.0266)  0.054
O (-0.1783, 0.5457, -5.9225)  0.198
C (2.4697, 2.5771, 5.7226)  -0.099
H (-1.9508, -3.0388, 1.0088)  0.082
H (2.6928, 3.5785, 5.3671)  0.085
F (4.2650, 4.1271, -5.5281)  0.183
H (-0.5076, -0.3138, 3.9443)  0.073
H (-6.2578, -5.2530, -2.2786)  0.129
H (-1.6500, 0.3905, 2.7707)  0.049
F (-7.6071, 2.9465, -3.4356)  0.180
F (3.1374, 0.5390, -5.0568)  0.180
H (-3.2220, 7.4698, 3.1464)  0.092
H (-1.5249, 7.4628, 3.6994)  0.089
H (6.2000, 2.6516, -1.8296)  0.131
H (-2.0483, 0.4057, 4.4643)  0.096
O (6.4979, 4.7174, -3.3259)  0.186
C (-2.4053, 1.7497, -3.3784)  -0.038
H (1.3691, 1.3733, 0.2937)  0.080
O (0.9558, -0.7220, -4.5724)  0.068
C (6.3036, -3.7559, -0.4032)  -0.101
O (2.6956, -4.4428, -1.2481)  -0.200
H (0.9266, -5.3616, -1.6558)  0.094
H (6.4084, -4.1760, 0.5927)  0.081
O (-4.0947, -4.3968, -1.4853)  0.178
H (1.8302, -0.3604, 0.5907)  0.096
F (5.2364, 6.0051, -5.2751)  0.205
H (-0.9547, -0.7226, -3.8769)  0.094
H (6.5013, -2.6855, -0.3493)  0.090
H (-2.1136, 2.8442, 1.8232)  0.095
C (4.3114, 2.1718, -0.9503)  -0.073
C (-6.2176, -4.5124, -3.0807)  -0.213
C (1.4299, 0.3730, -0.1086)  0.069
H (1.8949, 0.3162, -1.0815)  0.086
O (3.7338, -4.3287, 1.1350)  -0.219
H (3.2439, 1.8538, 5.4419)  0.095
H (-8.1357, -3.5582, -2.7607)  0.085
H (-3.0546, 3.7065, -2.7914)  0.121
H (0.0456, -2.0298, -3.2803)  0.109
P (0.8507, 2.0989, 3.7869)  0.322
H (-0.0806, -3.1767, -5.5908)  0.084
F (3.4110, 5.6975, -4.2296)  0.149
H (-1.6288, 1.4614, -2.6661)  0.062
O (-0.7080, 0.0469, 0.7363)  0.069
C (-4.5743, -3.3905, -1.8819)  -0.429
C (-7.6279, -4.1837, -3.4909)  -0.062
O (1.8883, -4.4834, 5.7689)  -0.188
O (-2.7965, 6.7992, 0.0802)  -0.192
C (2.0045, 4.0282, 2.4572)  -0.091
O (1.6089, 1.1783, 2.9421)  -0.229
H (-1.9303, 2.2489, -4.2180)  0.077
O (-0.3673, 6.0822, 0.4270)  -0.220
C (-1.2246, 0.4839, 3.7590)  -0.070
C (2.1061, 0.9731, -5.7503)  -0.605
C (0.9804, -0.9893, 6.8829)  -0.093
H (0.1066, -5.5033, 5.9513)  0.083
O (1.1723, -2.3876, 6.8436)  -0.189
N (-0.0022, -0.0995, -0.2216)  -0.383
O (0.9315, 3.5983, 3.2984)  -0.205
H (0.7057, -3.9577, -0.7298)  0.078
C (-0.7383, -2.3710, -5.2652)  -0.047
H (5.4780, 3.9818, -0.8946)  0.135
N (-2.6000, -2.9130, 2.9275)  -0.440
H (5.6057, -6.3665, 1.0200)  0.078
H (5.8398, -7.4345, -0.3729)  0.091
C (4.5471, 5.0909, -4.6665)  -0.572
O (1.1810, 2.1466, 5.3310)  -0.202
F (-4.7775, -1.0272, -1.9737)  0.161
O (5.0592, -3.9439, -1.0572)  -0.193
H (-1.0473, -1.8045, -6.1391)  0.079
O (-5.5997, -3.3115, -2.6664)  0.057
H (-1.7193, 2.4698, 0.1526)  0.072

Atomic forces in eV per Å
-0.602 -0.129 -0.170
-0.223 -0.498 0.137
0.343 -0.237 -0.714
-0.014 0.262 -0.218
-0.237 0.170 0.238
-0.291 0.226 -0.039
0.094 3.318 6.495
-0.226 -0.199 0.245
0.823 0.177 -1.808
0.302 -0.266 0.083
0.035 -0.228 0.189
-0.372 -0.074 0.242
-0.231 -0.714 -0.477
-0.189 0.323 0.181
-0.009 0.137 -0.076
0.427 0.041 0.170
0.125 -0.011 0.116
0.173 0.192 -0.332
-0.989 -0.438 0.269
-0.128 0.263 0.419
0.238 0.070 0.357
-0.587 0.241 0.217
0.638 -0.087 0.545
-0.019 -0.139 0.402
0.187 0.090 -0.062
-0.273 -0.467 0.010
-0.344 0.048 -0.217
1.192 0.303 1.754
1.346 -1.219 -0.049
0.002 -0.008 -1.734
0.309 0.213 0.295
-1.914 0.386 0.217
1.331 -0.081 -0.396
-0.298 0.434 -0.015
0.159 0.233 -0.072
-0.223 0.177 0.102
0.096 0.135 0.170
-0.636 -1.108 0.438
0.204 0.649 -0.226
-0.635 0.111 -0.002
-0.342 -0.304 0.281
-0.191 0.121 0.297
1.222 -0.694 0.362
2.208 -0.573 -3.037
0.014 -0.024 -0.073
0.267 0.017 -0.136
-0.111 0.494 -0.292
0.045 0.400 0.061
0.048 -0.060 -0.063
-0.193 -0.017 0.405
0.154 -0.017 0.035
0.303 0.364 0.437
-1.939 -2.278 -3.226
0.220 -0.037 -0.771
0.038 -0.316 0.201
-0.150 -0.192 0.478
0.542 -0.293 -0.953
2.496 0.625 0.982
0.496 -0.013 -0.199
-0.391 1.514 0.280
-0.115 0.269 0.141
-0.130 -0.166 0.117
0.493 0.005 0.153
-0.084 0.100 -0.279
-0.197 0.012 -0.047
-0.221 0.330 0.073
-0.186 0.003 0.106
0.185 0.495 -0.289
-4.050 1.443 -2.326
0.791 -0.692 0.876
0.444 0.141 -0.226
0.023 0.081 -0.043
-0.534 -0.367 -0.344
0.257 0.235 -0.041
0.322 0.284 0.213
0.033 -0.349 -0.066
-0.460 0.436 -0.602
0.951 -0.455 0.555
0.007 0.091 0.112
0.052 -0.215 0.077
0.015 0.137 -0.087
0.182 0.189 0.217
1.658 0.648 0.055
-0.009 0.251 0.274
0.171 0.013 0.290
1.193 -2.240 1.759
1.048 0.694 -0.649
-0.717 0.131 0.496
0.227 -0.294 0.392
-0.369 -0.176 0.030
0.952 -1.121 0.903
0.459 0.502 0.130
0.947 0.886 -0.678
-0.141 -0.221 -0.096
-0.139 0.036 0.190
-0.334 0.391 0.071
-0.552 -0.981 0.219
-0.944 -1.340 0.104
-0.840 -1.153 0.018
-0.048 -0.043 -0.148
0.095 0.045 -0.165
-0.128 0.197 -0.553
-0.082 -0.345 0.291
-0.577 0.159 -0.019
0.353 0.044 0.000
-0.871 0.034 -0.544
0.377 0.211 0.205
0.256 -0.724 -0.178
0.079 -0.075 -0.175
-0.023 -0.264 0.546
0.476 0.229 -0.324
-0.050 0.775 -1.203
0.605 0.204 -0.087
-0.554 -0.033 0.924
-0.110 0.458 -0.713
0.789 -0.447 -0.003
-0.061 -0.157 -0.211
0.394 -0.079 -0.171
-0.654 0.317 -0.354
-0.156 -1.154 -0.170
-1.500 0.457 0.292
-0.062 -0.005 -0.026
0.360 -0.507 0.005
-0.864 0.630 -2.595
-0.050 0.134 0.080
0.424 0.236 0.593
-0.559 -0.354 0.135
0.101 -0.009 -0.115
0.326 -0.551 0.354
-0.192 -0.171 0.338
0.017 0.207 0.022
-0.716 0.028 1.161
-0.047 -0.128 0.016
-0.157 0.220 -0.160
-0.555 0.196 0.164
-0.122 0.013 0.025
-0.826 1.051 -0.654
-0.400 0.152 -0.135